1.
Here is a 11-piece molecular cluster, C44H121N11O11 overall from OMol25. Energies are from ωB97M-V/def2-TZVPD.

Positions of all 187 atoms, in Å:
1 C -4.96 -3.91 1.01
2 O -3.56 -4.15 1.22
3 C -3.26 -5.16 2.14
4 C -2.22 -6.08 1.50
5 C -1.74 -7.14 2.49
6 N -1.04 -5.30 0.99
7 H -5.47 -4.83 0.66
8 H -5.07 -3.15 0.29
9 H -5.51 -3.63 1.93
10 H -2.88 -4.70 3.11
11 H -4.08 -5.79 2.45
12 H -2.70 -6.38 0.55
13 H -2.63 -7.69 2.90
14 H -1.25 -6.61 3.31
15 H -1.04 -7.89 2.08
16 H -1.40 -4.49 0.48
17 H -0.52 -4.92 1.79
18 C 6.08 8.47 3.67
19 O 5.84 7.09 3.59
20 C 4.51 6.85 3.31
21 C 4.27 5.38 3.22
22 C 2.80 5.14 2.91
23 N 4.72 4.66 4.52
24 H 5.91 8.99 2.74
25 H 7.10 8.61 4.02
26 H 5.35 8.94 4.34
27 H 3.90 7.40 4.07
28 H 4.22 7.23 2.34
29 H 4.96 5.03 2.43
30 H 2.67 4.05 2.94
31 H 2.53 5.45 1.87
32 H 2.06 5.59 3.59
33 H 4.26 5.08 5.31
34 H 5.69 4.96 4.65
35 C -1.53 -1.52 -1.02
36 O -0.42 -1.04 -0.39
37 C -0.53 0.34 -0.12
38 C 0.77 0.99 -0.67
39 C 0.89 2.35 -0.05
40 N 0.88 0.94 -2.15
41 H -1.47 -2.61 -0.86
42 H -1.50 -1.31 -2.09
43 H -2.49 -1.18 -0.63
44 H -1.39 0.74 -0.67
45 H -0.65 0.57 0.95
46 H 1.68 0.54 -0.18
47 H 0.03 3.03 -0.19
48 H 1.84 2.80 -0.42
49 H 1.02 2.21 1.03
50 H -0.06 1.27 -2.49
51 H 0.86 -0.04 -2.47
52 C -5.64 4.12 -3.52
53 O -4.47 3.66 -2.89
54 C -3.37 4.44 -3.28
55 C -2.13 3.79 -2.70
56 C -0.84 4.61 -2.93
57 N -1.93 2.37 -3.16
58 H -6.52 3.54 -3.22
59 H -5.52 4.05 -4.61
60 H -5.87 5.17 -3.29
61 H -3.28 4.32 -4.39
62 H -3.59 5.49 -3.00
63 H -2.16 3.79 -1.57
64 H -0.50 4.56 -3.97
65 H -0.10 4.14 -2.32
66 H -1.08 5.63 -2.62
67 H -2.81 1.87 -3.32
68 H -1.53 2.47 -4.10
69 C 0.89 -3.09 -4.81
70 O 0.01 -1.98 -4.75
71 C 0.40 -0.90 -5.58
72 C -0.61 0.16 -5.24
73 C -1.92 0.04 -6.08
74 N 0.00 1.50 -5.43
75 H 1.96 -2.82 -4.62
76 H 0.84 -3.56 -5.80
77 H 0.61 -3.74 -3.99
78 H 1.44 -0.65 -5.29
79 H 0.32 -1.19 -6.62
80 H -0.88 0.06 -4.18
81 H -2.33 -0.97 -5.99
82 H -1.78 0.36 -7.10
83 H -2.71 0.72 -5.69
84 H 0.22 1.57 -6.42
85 H 0.88 1.50 -4.90
86 C -2.96 6.66 3.14
87 O -1.79 6.47 3.89
88 C -1.15 5.24 3.47
89 C -1.88 3.99 3.83
90 C -0.76 2.97 4.07
91 N -2.79 3.57 2.73
92 H -2.85 6.47 2.07
93 H -3.31 7.70 3.34
94 H -3.71 5.94 3.49
95 H -0.92 5.27 2.40
96 H -0.18 5.30 4.00
97 H -2.46 4.23 4.72
98 H -0.08 3.39 4.84
99 H -0.28 2.81 3.06
100 H -1.15 1.99 4.41
101 H -3.37 2.77 3.07
102 H -2.28 3.17 1.95
103 C 3.86 -2.72 5.21
104 O 2.92 -3.47 4.50
105 C 1.92 -2.64 3.98
106 C 0.82 -3.36 3.30
107 C -0.20 -2.37 2.79
108 N 0.29 -4.39 4.19
109 H 4.28 -2.02 4.49
110 H 4.61 -3.38 5.66
111 H 3.36 -2.17 6.01
112 H 1.42 -2.13 4.83
113 H 2.34 -1.86 3.30
114 H 1.26 -3.92 2.49
115 H -0.46 -1.76 3.67
116 H -1.09 -2.84 2.40
117 H 0.17 -1.69 2.02
118 H -0.23 -3.86 4.88
119 H 1.05 -4.79 4.72
120 C -3.94 -2.31 -3.55
121 O -4.55 -3.57 -3.36
122 C -3.71 -4.42 -2.54
123 C -2.54 -5.10 -3.27
124 C -2.98 -5.80 -4.56
125 N -2.00 -6.12 -2.34
126 H -2.90 -2.36 -3.96
127 H -3.96 -1.75 -2.59
128 H -4.52 -1.75 -4.30
129 H -3.31 -3.84 -1.68
130 H -4.41 -5.15 -2.16
131 H -1.81 -4.32 -3.54
132 H -3.78 -6.50 -4.30
133 H -2.20 -6.43 -5.00
134 H -3.32 -5.04 -5.26
135 H -1.42 -5.74 -1.61
136 H -1.39 -6.75 -2.88
137 C -3.58 -0.06 2.24
138 O -3.57 0.43 3.55
139 C -3.69 -0.57 4.53
140 C -3.49 -0.02 5.87
141 C -3.75 -1.00 6.97
142 N -4.24 1.27 6.08
143 H -2.75 -0.76 2.08
144 H -3.54 0.80 1.54
145 H -4.54 -0.58 2.07
146 H -4.78 -0.86 4.56
147 H -3.03 -1.46 4.24
148 H -2.40 0.18 6.02
149 H -4.83 -1.11 7.08
150 H -3.41 -0.38 7.82
151 H -3.19 -1.93 6.78
152 H -4.19 1.75 5.17
153 H -5.23 0.99 6.08
154 C 1.81 -2.92 -1.71
155 O 2.64 -3.81 -2.44
156 C 3.87 -3.28 -2.69
157 C 4.76 -4.45 -3.12
158 C 5.10 -5.17 -1.83
159 N 5.88 -4.04 -3.97
160 H 2.46 -2.35 -1.04
161 H 1.13 -3.55 -1.12
162 H 1.23 -2.31 -2.40
163 H 3.88 -2.48 -3.46
164 H 4.30 -2.83 -1.76
165 H 4.13 -5.02 -3.82
166 H 5.75 -4.55 -1.22
167 H 5.54 -6.16 -1.97
168 H 4.19 -5.35 -1.25
169 H 6.51 -3.48 -3.37
170 H 6.49 -4.83 -4.12
171 C 2.94 3.83 -3.25
172 O 3.84 2.74 -3.29
173 C 5.01 2.89 -2.45
174 C 5.66 1.50 -2.41
175 C 4.65 0.58 -1.65
176 N 6.95 1.45 -1.71
177 H 3.43 4.78 -3.51
178 H 2.46 3.93 -2.29
179 H 2.15 3.60 -3.98
180 H 5.74 3.59 -2.85
181 H 4.76 3.24 -1.44
182 H 5.78 1.12 -3.45
183 H 4.93 -0.48 -1.75
184 H 3.64 0.82 -1.99
185 H 4.68 0.81 -0.59
186 H 7.02 2.23 -1.05
187 H 7.74 1.39 -2.30

HOMO energy ... -8.93 eV
E_tot ... -3178.69943 Eh
Charge ... 0
LUMO ... 0.5 eV
Energy above the lowest of the compared OMol25 structures with the same formula, charge and spin ... 2.417 eV

***

2.
Here is a 11-piece molecular cluster, C44H121N11O11 overall from OMol25. Energies are from ωB97M-V/def2-TZVPD.

Positions of all 187 atoms, in Å:
1 C -0.68 1.64 -4.87
2 O -1.69 2.05 -5.76
3 C -1.25 2.44 -7.05
4 C -2.35 3.24 -7.69
5 C -2.29 3.42 -9.22
6 N -2.32 4.62 -7.12
7 H 0.35 1.96 -5.04
8 H -0.68 0.55 -4.89
9 H -0.97 1.96 -3.86
10 H -0.36 3.07 -6.99
11 H -1.03 1.56 -7.66
12 H -3.35 2.86 -7.43
13 H -2.44 2.48 -9.74
14 H -1.26 3.76 -9.40
15 H -2.96 4.22 -9.51
16 H -2.38 4.51 -6.11
17 H -3.16 5.12 -7.38
18 C 2.97 1.51 -2.60
19 O 3.42 0.22 -2.18
20 C 2.33 -0.66 -2.04
21 C 2.24 -1.72 -3.18
22 C 2.17 -1.30 -4.62
23 N 0.98 -2.48 -2.95
24 H 3.61 2.30 -2.20
25 H 2.00 1.76 -2.18
26 H 2.99 1.54 -3.69
27 H 2.48 -1.28 -1.15
28 H 1.33 -0.24 -1.90
29 H 3.10 -2.38 -3.04
30 H 2.16 -2.19 -5.26
31 H 3.10 -0.79 -4.90
32 H 1.31 -0.68 -4.87
33 H 1.02 -3.36 -3.45
34 H 1.12 -2.80 -1.98
35 C 4.50 -1.13 1.08
36 O 5.41 -2.20 1.41
37 C 5.57 -3.12 0.37
38 C 6.05 -4.46 0.93
39 C 7.36 -4.23 1.75
40 N 6.38 -5.42 -0.12
41 H 4.92 -0.59 0.23
42 H 4.31 -0.51 1.95
43 H 3.53 -1.59 0.86
44 H 4.63 -3.34 -0.14
45 H 6.25 -2.71 -0.39
46 H 5.28 -4.87 1.58
47 H 8.17 -3.95 1.09
48 H 7.58 -5.16 2.27
49 H 7.17 -3.48 2.53
50 H 7.03 -6.15 0.13
51 H 6.92 -4.88 -0.81
52 C -4.66 -3.85 6.37
53 O -3.40 -3.33 6.06
54 C -3.45 -2.19 5.25
55 C -2.01 -1.82 4.82
56 C -1.35 -2.84 3.87
57 N -1.15 -1.78 6.00
58 H -4.59 -4.67 7.08
59 H -5.11 -4.38 5.51
60 H -5.40 -3.15 6.76
61 H -4.18 -2.38 4.44
62 H -3.92 -1.29 5.69
63 H -1.98 -0.78 4.49
64 H -0.54 -2.33 3.35
65 H -2.03 -3.37 3.21
66 H -0.86 -3.64 4.44
67 H -1.28 -2.64 6.54
68 H -1.37 -1.04 6.65
69 C 1.15 2.82 6.03
70 O 1.85 2.37 4.89
71 C 3.27 2.46 4.93
72 C 3.90 1.63 6.10
73 C 4.10 2.46 7.37
74 N 5.17 1.15 5.55
75 H 1.10 2.05 6.80
76 H 0.17 3.13 5.68
77 H 1.62 3.71 6.48
78 H 3.56 2.07 3.96
79 H 3.68 3.47 5.02
80 H 3.27 0.75 6.31
81 H 3.23 2.61 8.00
82 H 4.40 3.46 7.05
83 H 4.93 2.00 7.91
84 H 4.96 0.38 4.91
85 H 5.62 0.75 6.38
86 C -5.14 -0.89 -0.43
87 O -3.98 -1.36 -1.12
88 C -4.16 -2.33 -2.11
89 C -2.79 -2.61 -2.72
90 C -2.13 -1.42 -3.42
91 N -2.84 -3.69 -3.70
92 H -6.08 -1.43 -0.54
93 H -5.38 0.09 -0.85
94 H -4.79 -0.86 0.60
95 H -4.54 -3.28 -1.72
96 H -4.86 -2.12 -2.94
97 H -2.11 -2.81 -1.88
98 H -2.95 -1.07 -4.07
99 H -1.30 -1.61 -4.08
100 H -1.89 -0.68 -2.65
101 H -1.90 -3.81 -4.04
102 H -3.22 -4.58 -3.40
103 C -1.70 6.24 1.39
104 O -0.63 6.35 0.50
105 C -0.74 7.21 -0.61
106 C -1.89 6.89 -1.58
107 C -1.98 5.42 -1.98
108 N -1.68 7.72 -2.79
109 H -2.61 5.84 0.93
110 H -1.99 7.21 1.81
111 H -1.42 5.54 2.17
112 H -0.70 8.27 -0.31
113 H 0.18 7.00 -1.18
114 H -2.83 7.15 -1.09
115 H -0.99 5.04 -2.22
116 H -2.66 5.30 -2.83
117 H -2.38 4.78 -1.19
118 H -0.68 7.82 -2.95
119 H -1.94 8.66 -2.49
120 C 3.20 -6.35 4.15
121 O 2.95 -4.99 4.39
122 C 4.06 -4.14 4.26
123 C 3.72 -2.73 4.74
124 C 2.51 -2.15 4.01
125 N 4.84 -1.82 4.41
126 H 2.29 -6.96 4.09
127 H 3.71 -6.74 5.04
128 H 3.75 -6.47 3.21
129 H 4.87 -4.59 4.85
130 H 4.48 -4.17 3.24
131 H 3.58 -2.80 5.82
132 H 2.63 -1.91 2.95
133 H 2.35 -1.20 4.54
134 H 1.66 -2.81 4.14
135 H 5.65 -2.17 4.93
136 H 5.01 -1.96 3.42
137 C 1.91 -4.64 0.92
138 O 1.71 -3.79 -0.18
139 C 0.45 -3.15 -0.23
140 C -0.77 -4.07 -0.24
141 C -0.82 -4.75 -1.64
142 N -1.92 -3.24 0.13
143 H 1.55 -4.15 1.83
144 H 2.95 -4.95 1.07
145 H 1.29 -5.53 0.78
146 H 0.48 -2.58 0.72
147 H 0.51 -2.45 -1.05
148 H -0.73 -4.86 0.51
149 H -1.84 -5.10 -1.83
150 H -0.08 -5.55 -1.64
151 H -0.71 -3.98 -2.41
152 H -2.04 -2.52 -0.58
153 H -2.76 -3.80 0.15
154 C -3.95 1.97 -3.55
155 O -5.07 2.65 -4.10
156 C -5.04 4.00 -3.66
157 C -6.35 4.67 -4.02
158 C -6.57 4.80 -5.52
159 N -6.53 5.97 -3.34
160 H -3.57 1.18 -4.20
161 H -4.27 1.59 -2.58
162 H -3.01 2.52 -3.41
163 H -4.99 4.03 -2.57
164 H -4.15 4.46 -4.09
165 H -7.23 4.07 -3.75
166 H -7.55 5.26 -5.66
167 H -6.68 3.95 -6.20
168 H -5.78 5.41 -6.00
169 H -5.66 6.46 -3.53
170 H -7.33 6.42 -3.77
171 C -1.48 1.65 -1.00
172 O -1.03 0.79 0.02
173 C 0.18 1.26 0.56
174 C 0.76 0.32 1.60
175 C -0.13 -0.14 2.75
176 N 2.07 0.86 2.07
177 H -2.04 1.01 -1.68
178 H -0.72 2.12 -1.65
179 H -2.04 2.52 -0.65
180 H 0.95 1.54 -0.18
181 H 0.03 2.21 1.12
182 H 1.04 -0.57 1.02
183 H -0.64 0.71 3.20
184 H 0.38 -0.69 3.54
185 H -0.88 -0.80 2.29
186 H 2.38 0.25 2.82
187 H 1.83 1.76 2.46

HOMO energy ... -8.69 eV
E_tot ... -3178.60440 Eh
Charge ... 0
LUMO ... 0.6 eV
Energy above the lowest of the compared OMol25 structures with the same formula, charge and spin ... 5.003 eV

***

Among the records above, which one has the lowest E_tot? number 1

***

Which formula does entry 2 have? C44H121N11O11